The following is a DFT calculation (ωB97M-V with the def2-TZVPD basis set) of the molecule C20H22FN3O5S in a non-equilibrium geometry.

Structure (XYZ):
```
52
Properties=species:S:1:pos:R:3:forces:R:3
C -9.237116 -0.198648 0.692113 0.4 0.0 0.1
C -8.078918 -0.457386 1.644689 -0.4 -0.3 0.1
O -6.860471 0.105965 1.159307 0.3 0.1 -0.1
C -6.202065 -0.627511 0.235513 0.1 0.1 0.0
O -6.539179 -1.725332 -0.140360 -0.3 -0.4 0.0
N -5.109498 0.027441 -0.224007 0.0 0.1 0.0
C -4.189601 -0.650650 -1.111793 0.1 -0.3 -0.1
C -2.759054 -0.433504 -0.629400 -0.1 -0.4 -0.1
N -2.456849 0.984041 -0.646917 -0.2 0.1 0.0
C -1.217353 1.504168 -0.804149 0.0 -0.1 0.0
O -1.024147 2.702848 -0.892980 0.1 0.2 -0.1
C -0.091672 0.518980 -0.851365 0.3 0.1 0.1
C 0.676823 0.412444 -2.003844 -0.1 0.0 0.1
C 1.768541 -0.433098 -2.042649 0.1 -0.2 0.1
C 2.117930 -1.177830 -0.919021 -0.7 0.4 0.2
N 3.220519 -2.028273 -0.940913 0.7 -0.5 0.4
S 4.316163 -2.071485 0.336694 0.1 0.3 -0.5
O 3.661353 -2.552498 1.510772 -0.2 0.3 0.0
O 5.448655 -2.775692 -0.178190 0.1 0.2 -0.2
C 4.712125 -0.336306 0.533671 -0.1 -0.8 0.1
C 5.643777 0.221870 -0.321075 0.1 0.1 0.0
C 5.912666 1.576780 -0.244656 -0.1 0.1 0.1
C 5.223257 2.334733 0.689259 -0.1 -0.2 0.0
F 5.476614 3.650673 0.765276 0.0 -0.1 0.0
C 4.289717 1.782009 1.551048 0.1 0.1 -0.1
C 4.035388 0.423902 1.467824 0.0 0.0 0.1
C 1.352633 -1.069199 0.239562 0.0 0.0 -0.1
C 0.259787 -0.225994 0.269300 0.0 0.1 -0.2
C -3.589209 1.888031 -0.559318 -0.1 0.3 0.1
C -4.674040 1.296577 0.327459 0.0 0.3 0.1
H -9.052882 -0.700184 -0.254642 0.0 0.0 -0.1
H -10.156172 -0.585366 1.122802 -0.1 0.0 0.0
H -9.348556 0.868314 0.513614 -0.1 0.1 0.0
H -8.244668 0.026932 2.609305 0.0 -0.1 -0.1
H -7.941338 -1.534249 1.785491 0.0 0.2 0.1
H -4.301156 -0.273223 -2.135094 0.0 -0.1 0.0
H -4.446073 -1.712140 -1.106585 0.1 0.2 0.0
H -2.661175 -0.835581 0.387224 0.0 -0.1 -0.1
H -2.059131 -0.967755 -1.276341 -0.1 0.0 0.1
H 0.417676 1.002135 -2.870108 0.0 0.1 -0.1
H 2.358105 -0.517364 -2.944225 0.1 0.0 -0.1
H 3.695980 -2.095221 -1.827945 0.2 -0.1 0.0
H 6.160245 -0.415941 -1.020789 0.1 0.0 -0.1
H 6.637623 2.048362 -0.888620 0.1 0.0 0.0
H 3.781129 2.409865 2.264723 0.0 0.1 0.1
H 3.331046 -0.056284 2.126510 -0.1 0.0 0.1
H 1.626054 -1.657225 1.100005 -0.1 0.0 0.1
H -0.318170 -0.135474 1.176854 -0.1 0.0 0.1
H -3.224376 2.832556 -0.148875 -0.1 -0.1 -0.1
H -3.992488 2.089145 -1.559145 0.0 0.1 0.1
H -5.527968 1.976100 0.379243 0.2 0.0 0.0
H -4.291797 1.156760 1.346916 0.0 0.1 -0.1
```
Forces are in eV/Å.

orbital gap	9.4	eV
SMILES string	CCOC(=O)N1CCN(C(=O)c2ccc(NS(=O)(=O)c3ccc(F)cc3)cc2)CC1
calculated total energy	-1813.88615	a.u.
net charge	0

---

The following is a DFT calculation (ωB97M-V with the def2-TZVPD basis set) of the molecule C20H22N2O2S.

Structure (XYZ):
```
47
Properties=species:S:1:pos:R:3:forces:R:3
C -1.679332 -3.141170 0.303708 0.0 0.2 -0.1
C -1.739955 -1.654311 -0.025830 -0.1 -0.1 0.0
C -3.116070 -1.036246 0.008477 0.1 0.2 0.0
C -4.256427 -1.774684 0.283240 0.0 0.0 0.0
C -5.505736 -1.179896 0.346606 -0.1 0.0 0.0
C -5.631474 0.179954 0.135996 0.0 -0.1 0.0
C -4.511904 0.938152 -0.150743 0.0 0.1 0.0
C -3.257774 0.342504 -0.219123 -0.5 -0.1 0.2
N -2.124532 1.102182 -0.547795 0.1 -0.6 -0.1
C -1.941910 2.431658 -0.367428 0.5 0.3 -0.2
O -2.717341 3.182184 0.186629 -0.2 0.1 0.1
C -0.610217 2.931839 -0.927954 0.0 0.0 0.1
C 0.577868 2.589039 -0.019652 -0.2 0.0 -0.3
C 1.127809 1.197484 -0.295494 0.0 0.3 0.2
O 0.590063 0.442181 -1.085841 0.0 -0.1 -0.2
N 2.254613 0.843673 0.381346 0.2 -0.3 0.1
C 3.021483 1.732699 1.228519 0.1 0.4 0.1
C 4.174189 2.334009 0.440099 0.2 -0.4 -0.1
S 5.357529 1.017993 -0.011336 -0.1 0.2 0.1
C 4.305112 -0.398866 -0.106962 -0.1 0.3 0.0
C 4.939821 -1.605465 -0.386930 -0.1 0.0 0.0
C 4.217056 -2.776009 -0.484602 0.1 0.0 0.0
C 2.845598 -2.755162 -0.287105 -0.1 0.0 0.0
C 2.208602 -1.564222 0.001884 0.0 -0.1 0.0
C 2.921852 -0.373951 0.081224 0.1 -0.4 -0.2
H -0.645764 -3.480714 0.269831 0.1 -0.1 0.0
H -2.067394 -3.336088 1.301033 0.0 -0.1 0.1
H -2.248020 -3.722993 -0.417705 -0.1 -0.1 0.0
H -1.112875 -1.111627 0.690695 0.1 0.1 -0.1
H -1.301921 -1.503898 -1.018470 0.1 0.1 0.1
H -4.179508 -2.835858 0.457956 0.1 -0.1 0.0
H -6.375387 -1.781861 0.565024 -0.1 0.0 0.0
H -6.599847 0.654386 0.188197 -0.1 0.0 0.0
H -4.600725 1.998717 -0.315868 0.0 0.0 0.0
H -1.330780 0.596189 -0.930659 0.0 0.2 0.0
H -0.444764 2.508817 -1.920189 0.0 0.1 0.0
H -0.691266 4.016144 -1.010721 -0.1 -0.1 0.0
H 1.371613 3.319822 -0.191105 0.0 0.0 0.1
H 0.268238 2.658988 1.026399 0.1 0.1 0.0
H 2.387070 2.517751 1.637736 0.0 -0.1 0.0
H 3.418227 1.145007 2.063790 -0.1 0.1 -0.1
H 4.734972 3.055945 1.031650 0.0 0.0 0.0
H 3.819858 2.808859 -0.475858 -0.1 0.1 0.1
H 6.009421 -1.601154 -0.532071 0.1 -0.1 0.0
H 4.723323 -3.701648 -0.710601 0.1 -0.1 0.0
H 2.272115 -3.666709 -0.352279 -0.1 -0.1 0.0
H 1.144478 -1.543658 0.162291 -0.1 0.0 0.0
```
Forces are in eV/Å.

orbital gap	8.7	eV
SMILES string	CCc1ccccc1NC(=O)CCC(=O)N1CCSc2ccccc21
calculated total energy	-1433.55921	a.u.
net charge	0

---

The following is a DFT calculation (ωB97M-V with the def2-TZVPD basis set) of the molecule C20H22N2O4S.

Structure (XYZ):
```
49
Properties=species:S:1:pos:R:3:forces:R:3
C -3.526732 -1.451281 2.024843 0.1 0.0 -0.1
C -2.038567 -1.779855 1.945988 -0.4 -0.2 0.3
N -1.255721 -0.815853 1.195790 0.4 0.3 0.0
C -1.218969 -0.989149 -0.246144 0.1 0.1 -0.3
C -2.519479 -0.578938 -0.896326 0.0 -0.1 -0.1
C -3.253711 -1.480360 -1.654393 0.1 0.1 0.0
C -4.444541 -1.092375 -2.244406 -0.1 0.0 -0.1
C -4.913333 0.199005 -2.076856 -0.1 0.0 -0.1
C -4.183917 1.104145 -1.323618 0.0 0.1 0.0
C -2.991167 0.719003 -0.739859 0.0 -0.1 0.0
C -0.819933 0.297388 1.813679 -0.1 -0.1 0.4
S -1.298781 0.740775 3.330500 -0.1 0.2 0.4
N 0.066998 1.135894 1.152233 -0.3 0.5 -0.3
C 1.271699 0.807690 0.593481 0.5 -0.1 -0.3
C 1.739467 -0.512226 0.580548 0.1 -0.1 0.0
C 2.946859 -0.841283 -0.007629 -0.1 0.6 0.0
C 3.345783 -2.272170 0.001626 -0.1 -0.4 0.0
O 2.611723 -3.176448 0.318623 0.1 0.1 0.0
O 4.612850 -2.455050 -0.388139 0.0 0.4 0.0
C 5.067905 -3.799672 -0.406555 0.0 -0.4 0.0
C 3.741039 0.148086 -0.592058 0.0 -0.2 0.1
C 3.312341 1.454858 -0.557638 -0.1 0.0 0.1
C 2.092261 1.811452 0.023942 0.1 -0.4 0.0
C 1.689793 3.227515 0.063839 -0.2 0.3 0.1
O 0.678293 3.653168 0.587978 0.2 0.0 -0.1
O 2.566658 4.039041 -0.540971 0.1 -0.4 0.0
C 2.242874 5.420985 -0.523108 -0.3 0.4 0.1
H -3.665371 -0.469646 2.468939 0.0 0.0 0.0
H -4.021520 -2.187356 2.652505 -0.1 -0.1 0.1
H -3.987528 -1.461690 1.041216 -0.1 0.0 0.0
H -1.630782 -1.810493 2.960067 0.0 -0.1 -0.2
H -1.892980 -2.756711 1.477702 0.1 0.0 0.0
H -0.413285 -0.387857 -0.669868 -0.1 -0.2 0.1
H -1.005185 -2.040569 -0.460418 0.0 0.1 0.0
H -2.893125 -2.491204 -1.782748 0.0 -0.1 0.0
H -5.008588 -1.801858 -2.831680 -0.1 -0.1 0.0
H -5.844990 0.499920 -2.532168 -0.1 0.0 0.0
H -4.544415 2.113196 -1.191260 0.0 0.1 0.0
H -2.425283 1.426909 -0.152203 0.1 0.1 0.1
H -0.027190 2.129036 1.373676 0.0 -0.4 0.0
H 1.171418 -1.296950 1.055004 -0.1 0.0 0.0
H 4.974870 -4.244953 0.586094 0.0 0.0 -0.1
H 6.109655 -3.764384 -0.714305 -0.1 0.0 0.0
H 4.478425 -4.389896 -1.111373 0.1 0.0 0.1
H 4.678117 -0.117157 -1.052294 0.1 0.0 0.0
H 3.921004 2.235569 -0.984898 0.0 0.0 0.0
H 1.284886 5.593293 -1.018218 0.1 0.0 0.0
H 2.175084 5.782156 0.505164 0.0 0.0 -0.1
H 3.045084 5.926286 -1.054309 0.0 0.0 0.0
```
Forces are in eV/Å.

orbital gap	7.6	eV
SMILES string	CCN(Cc1ccccc1)C(=S)Nc1cc(C(=O)OC)ccc1C(=O)OC
calculated total energy	-1584.02674	a.u.
net charge	0

---

The following is a DFT calculation (ωB97M-V with the def2-TZVPD basis set) of the molecule C20H22N2O5S in a non-equilibrium geometry.

Structure (XYZ):
```
50
Properties=species:S:1:pos:R:3:forces:R:3
C 8.350263 -2.340281 -0.880014 0.0 0.0 0.1
C 6.941027 -2.004220 -0.495929 0.0 0.0 0.0
C 6.455272 -0.708555 -0.600114 0.1 -0.1 0.0
C 5.157177 -0.405793 -0.228921 -0.1 -0.1 0.0
C 4.311456 -1.390657 0.260891 0.0 0.1 0.1
C 2.890919 -1.074576 0.629529 -0.1 -0.1 -0.3
C 1.955916 -1.366463 -0.553698 0.1 -0.1 0.1
N 0.591468 -1.011214 -0.241626 0.4 0.3 -0.1
C -0.350701 -1.926997 0.026935 -0.6 0.3 0.0
O -0.200896 -3.125986 -0.084632 0.0 -0.4 0.1
C -1.687825 -1.321976 0.483791 0.2 -0.4 -0.2
C -1.573233 -0.612806 1.823964 -0.1 0.8 -0.2
S -1.404167 1.192898 1.620215 -0.3 -0.1 0.4
O -0.321374 1.476574 0.707574 -0.1 0.0 -0.4
O -1.343313 1.784002 2.926960 -0.2 -0.1 0.2
C -2.938884 1.691131 0.830780 0.5 -0.3 0.4
C -4.074072 1.786322 1.618434 0.1 0.0 0.1
C -5.293366 2.153544 1.070162 -0.1 0.1 -0.3
C -5.317553 2.413394 -0.289705 0.6 -0.1 0.0
C -4.154627 2.316765 -1.074410 -0.2 -0.2 1.0
C -2.942501 1.955089 -0.531544 -0.3 0.2 -0.5
O -4.460129 2.630973 -2.362647 0.4 0.0 -0.3
C -5.790353 2.929237 -2.419657 -0.9 0.2 -0.1
O -6.383055 3.247766 -3.406605 0.2 0.0 -0.2
N -6.317425 2.794891 -1.147691 0.4 -0.1 -0.1
C -7.697653 3.039964 -0.831678 -0.2 0.0 0.0
C 4.794794 -2.689432 0.362158 0.0 0.0 0.0
C 6.090707 -2.990706 -0.009322 0.0 0.0 0.0
H 8.376147 -3.234810 -1.499820 0.1 0.0 -0.1
H 8.945687 -2.536222 0.012027 0.1 0.0 0.0
H 8.811572 -1.521134 -1.425995 0.1 0.0 0.0
H 7.099109 0.074269 -0.975845 0.1 0.1 0.0
H 4.798699 0.610108 -0.316608 -0.1 0.1 0.0
H 2.794142 -0.021206 0.901946 0.0 0.0 0.1
H 2.578775 -1.683889 1.480384 0.0 0.1 0.0
H 1.972112 -2.431924 -0.793595 0.0 0.2 -0.1
H 2.282515 -0.797144 -1.429006 0.0 -0.1 0.0
H 0.407873 -0.033441 -0.035608 -0.1 -0.2 -0.1
H -2.045194 -0.622622 -0.275018 -0.1 -0.1 -0.1
H -2.398859 -2.147099 0.552347 0.1 0.1 0.0
H -2.463652 -0.731109 2.435847 -0.1 0.0 0.1
H -0.707229 -0.936369 2.397561 0.1 0.1 0.1
H -3.981503 1.592843 2.675057 -0.1 0.0 0.2
H -6.180378 2.238266 1.675744 -0.1 0.0 0.1
H -2.035080 1.900854 -1.108901 0.1 0.0 -0.1
H -7.783353 3.845997 -0.101392 0.0 0.0 0.0
H -8.162848 2.137349 -0.432573 0.0 0.0 0.0
H -8.196107 3.329717 -1.755618 0.0 0.0 0.1
H 4.148135 -3.469511 0.737578 -0.1 -0.1 0.1
H 6.451565 -4.005809 0.078289 0.0 -0.1 0.0
```
Forces are in eV/Å.

orbital gap	8.9	eV
SMILES string	Cc1ccc(CCNC(=O)CCS(=O)(=O)c2ccc3c(c2)oc(=O)n3C)cc1
calculated total energy	-1659.27687	a.u.
net charge	0

---

The calculation returns the following ΔE to the lowest compared entry with this formula, charge and spin values, one per record and in order: 35.6; 16.4; 129.1; 5.3 kJ/mol.
The calculation returns the following HOMO energy values, one per record and in order: -8.97; -8.23; -7.92; -8.70 eV.